Below is 8 unconnected molecules or ions with the total composition C32H86N6O10, with properties calculated with ωB97M-V/def2-TZVPD.

```
134
Properties=species:S:1:pos:R:3:forces:R:3:mulliken_charge:R:1
C 4.146329 -2.968676 7.771213 -0.03 1.21 -0.87 -0.68
O 4.973069 -1.887676 7.220473 0.29 -1.51 0.63 -0.35
C 4.792929 -1.741276 5.815273 -0.11 2.17 0.50 -0.73
C 5.678389 -0.504276 5.339493 -2.05 -0.34 0.90 0.40
C 5.410489 -0.174416 3.896843 0.02 -0.12 -1.19 -1.58
N 7.079089 -0.669696 5.539843 0.43 -0.98 -0.41 -0.73
H 4.437799 -3.405036 8.726583 0.82 0.61 -0.04 0.27
H 4.106999 -3.792336 7.058373 -0.24 0.01 -0.10 0.28
H 3.175789 -2.501066 7.937063 -0.37 -0.44 -0.17 0.27
H 4.898019 -2.687976 5.285363 0.45 -0.02 -0.21 0.42
H 3.790099 -1.347456 5.649913 -0.54 -0.38 -0.18 0.34
H 5.365529 0.331004 5.966013 -0.32 0.03 0.11 0.31
H 6.194379 0.471984 3.502143 -0.02 0.22 0.19 0.41
H 4.450429 0.260864 3.619493 -0.09 0.18 0.58 0.40
H 5.456279 -1.059246 3.261963 0.17 -0.40 0.06 0.37
H 7.167799 -1.205066 6.391673 0.32 0.09 0.55 0.31
H 7.211479 -1.376596 4.830723 1.31 -0.33 -0.34 0.29
C -2.594481 -1.838116 0.646233 -0.83 1.94 -1.91 -0.72
O -2.609901 -1.248396 -0.762727 -0.32 -0.50 1.49 -0.37
C -2.119331 -2.105906 -1.803147 1.36 -0.36 2.27 -0.68
C -0.586301 -2.240636 -1.569987 -1.44 -1.37 0.19 0.61
C 0.081019 -0.946716 -1.644147 0.77 1.02 -0.84 -1.29
N 0.094149 -3.268486 -2.342287 -0.32 -1.03 -0.43 -0.78
H -1.751131 -1.439916 1.210403 0.39 -0.52 -0.28 0.27
H -2.758511 -2.913796 0.710303 0.41 -0.02 -0.36 0.32
H -3.455821 -1.346816 1.098813 -0.14 -0.15 -0.04 0.26
H -2.608941 -3.055516 -1.587237 -0.03 -0.42 -0.89 0.36
H -2.289651 -1.694226 -2.797947 -0.49 0.11 0.18 0.35
H -0.452711 -2.475536 -0.514007 -0.17 -0.86 0.03 0.24
H -0.180251 -0.418716 -0.727057 0.42 0.53 -0.38 0.26
H -0.212721 -0.406696 -2.544257 -0.11 0.41 0.07 0.29
H 1.137439 -1.181766 -1.773837 0.20 0.48 0.50 0.41
H -0.338921 -4.163526 -2.164917 0.10 -0.48 1.08 0.25
H -0.155491 -3.301596 -3.320387 0.20 1.25 -0.71 0.23
C -1.803771 3.566734 6.430993 -0.30 -0.47 -1.23 -0.70
O -2.245221 4.011104 5.122853 1.25 0.18 0.58 -0.30
C -1.316571 5.034724 4.722343 -1.20 0.59 -0.43 -0.77
C -1.771241 5.717104 3.436543 -1.45 0.48 0.15 0.69
C -2.097891 4.814864 2.299383 -0.31 -1.71 -0.65 -1.44
N -0.801351 6.689644 2.964653 0.70 0.45 0.42 -0.79
H -2.540281 2.873234 6.836833 -0.16 0.30 -0.02 0.24
H -1.622141 4.417244 7.088063 -0.10 -0.04 0.13 0.29
H -0.888211 2.993844 6.283913 0.27 0.08 0.25 0.29
H -1.440491 5.800554 5.488013 0.73 0.26 0.24 0.36
H -0.270831 4.752314 4.600873 0.08 -0.58 0.29 0.38
H -2.650121 6.293874 3.724673 -0.63 -0.27 0.04 0.19
H -2.317231 5.321184 1.359373 0.54 0.33 0.01 0.37
H -2.957401 4.149324 2.379243 -0.26 0.23 0.83 0.32
H -1.287881 4.093274 2.193103 0.36 0.21 -0.50 0.32
H -1.223421 7.209034 2.208213 -0.03 -0.23 -0.50 0.26
H -0.764981 7.409794 3.671883 0.51 0.19 0.40 0.27
C -4.245041 -4.761146 8.455593 -1.16 -0.14 1.03 -0.78
O -5.637721 -4.455796 8.448003 0.87 0.42 -0.30 -0.30
C -6.448321 -5.213856 7.608963 -2.32 0.45 1.36 -0.63
C -7.920791 -4.850646 8.112983 0.38 -1.28 0.68 0.42
C -8.179661 -5.293736 9.571473 0.13 -0.18 -0.03 -1.34
N -8.912481 -5.526266 7.271543 0.33 0.88 -0.42 -0.63
H -3.817501 -4.132746 9.236903 0.23 0.55 -0.57 0.25
H -3.816711 -4.650156 7.459443 0.33 -0.12 0.19 0.29
H -4.146161 -5.738846 8.927223 0.34 -0.60 -0.71 0.34
H -6.418331 -4.992316 6.542133 0.46 0.48 -0.24 0.34
H -6.305601 -6.291066 7.694643 0.20 -0.29 0.32 0.33
H -8.043951 -3.768766 8.063303 0.09 0.05 -0.26 0.23
H -9.120781 -4.947966 9.999073 -0.17 0.35 -0.44 0.34
H -7.424201 -5.007966 10.303403 0.25 0.05 -0.35 0.31
H -8.279101 -6.379126 9.583393 0.28 -0.23 0.06 0.34
H -8.446201 -5.654796 6.384893 -0.56 -0.37 -0.38 0.24
H -9.242671 -6.411376 7.628823 0.31 -0.03 0.07 0.25
C 9.922909 3.594904 -8.420167 -0.61 0.35 -0.91 -0.80
O 9.548849 4.054174 -7.167647 1.76 0.56 1.40 -0.26
C 10.541639 4.896304 -6.493297 -2.52 0.24 1.90 -0.60
C 10.431029 4.504404 -4.932767 0.62 -0.35 -2.64 -0.71
N 9.080189 4.346974 -4.420367 -0.04 1.33 -0.03 -0.45
C 8.348599 5.652324 -4.365287 1.34 -0.79 -1.25 -0.53
C 7.040479 5.554904 -3.678927 0.27 0.21 2.39 -0.72
O 6.011589 5.391394 -4.564897 -2.61 0.51 -0.35 -0.30
C 4.740549 5.698034 -3.920137 0.47 0.18 -1.07 -0.75
H 9.103989 2.949114 -8.737057 0.27 -0.27 -0.14 0.22
H 10.889019 3.093184 -8.474927 0.04 -0.21 0.25 0.31
H 9.935599 4.437064 -9.112057 0.20 0.11 -0.37 0.32
H 10.156079 5.914594 -6.543597 0.05 0.26 -0.42 0.31
H 11.578159 4.942194 -6.827417 -0.09 -0.82 -0.40 0.46
H 11.041179 5.264164 -4.444307 -0.18 -0.24 0.62 0.39
H 10.912579 3.526834 -4.956477 0.17 -0.03 0.76 0.36
H 8.578009 3.871474 -5.156437 0.00 -0.74 0.02 0.34
H 8.122179 5.943504 -5.390987 -0.21 0.24 -0.25 0.29
H 9.037819 6.432574 -4.042367 -0.19 -0.07 0.71 0.48
H 6.875179 6.422194 -3.039737 0.00 0.73 -0.22 0.39
H 6.963839 4.772314 -2.924087 0.68 -0.63 0.03 0.37
H 4.812939 6.555654 -3.251287 0.39 0.05 0.13 0.34
H 4.305059 4.873624 -3.355527 0.24 -0.28 -0.10 0.28
H 4.061049 6.019814 -4.709327 -0.04 -0.36 -0.06 0.25
C 0.059299 -8.765136 -10.538327 1.55 1.04 -1.09 -0.86
O 0.240509 -7.767976 -9.529247 -0.34 0.73 0.45 -0.35
C 1.623469 -7.245816 -9.327097 -1.27 -0.63 0.56 -0.44
C 1.755959 -6.256586 -8.076377 -1.36 -2.73 -0.84 -0.86
N 0.722179 -5.237556 -8.176437 0.50 0.57 1.12 -0.35
C 0.935819 -4.125396 -9.105007 1.45 -1.30 0.36 -0.43
C 1.989949 -3.163866 -8.453967 -2.08 0.36 -0.59 -0.28
O 2.499979 -2.255786 -9.378837 2.01 0.08 -0.58 -0.36
C 3.294679 -1.227686 -8.700017 -1.50 -0.55 -1.19 -0.72
H 0.627119 -8.492026 -11.427767 0.66 0.27 -0.15 0.32
H -0.911811 -8.787596 -11.032847 -0.58 0.04 1.21 0.31
H 0.447999 -9.757856 -10.311327 -0.35 -0.11 0.65 0.32
H 1.891409 -6.627386 -10.183747 0.25 -0.58 -0.42 0.26
H 2.119669 -8.208876 -9.207047 1.20 0.55 -0.09 0.47
H 2.819459 -6.095496 -7.900007 -0.03 1.26 -0.69 0.33
H 1.561869 -6.821246 -7.164467 -0.51 -0.26 0.03 0.36
H -0.122651 -5.755506 -8.371607 -0.16 0.23 -0.09 0.33
H -0.036401 -3.689506 -9.335007 0.30 0.39 0.13 0.41
H 1.323779 -4.603296 -10.004547 0.24 0.74 -0.66 0.20
H 2.796169 -3.675836 -7.928627 -0.18 -0.31 0.12 0.23
H 1.377739 -2.547706 -7.795437 0.12 -0.27 1.01 0.25
H 3.968309 -0.764746 -9.421127 -0.34 0.02 -0.15 0.24
H 3.923119 -1.576076 -7.880397 -0.38 -0.31 0.20 0.29
H 2.465469 -0.578336 -8.419207 0.79 0.79 0.73 0.32
C -10.188991 1.434354 5.820883 -1.87 -0.44 -0.20 -1.00
C -8.816251 1.521584 5.222453 -0.59 0.93 -1.36 -0.12
O -7.830451 1.292664 6.136813 1.53 -0.58 1.79 -0.53
H -10.336281 1.357204 6.898133 0.84 -0.09 0.06 0.32
H -10.700961 0.578264 5.381453 0.01 -0.32 0.26 0.26
H -10.876371 2.234374 5.546003 0.41 0.47 -0.22 0.29
H -8.637701 2.504594 4.786673 -0.32 0.28 -0.23 0.24
H -8.743511 0.810684 4.399383 -0.07 -0.17 -0.22 0.25
H -6.990001 1.542954 5.746183 0.07 -0.07 0.10 0.30
C -9.687961 6.454294 0.854153 -0.27 -1.23 0.92 -1.04
C -8.269241 5.961024 0.633383 -0.13 -0.29 -0.26 -0.15
O -8.315161 4.506034 0.570003 -0.20 1.08 0.10 -0.53
H -10.097121 5.833684 1.651353 0.14 -0.04 0.46 0.28
H -10.391231 6.180084 0.067813 0.33 0.71 -0.52 0.29
H -9.745781 7.467434 1.252023 -0.01 0.12 -0.64 0.34
H -7.631441 6.333054 1.435193 0.03 -0.34 0.37 0.25
H -7.839361 6.405174 -0.264407 -0.04 -0.28 -0.38 0.28
H -7.442791 4.130174 0.431073 0.15 0.25 -0.04 0.28
```
Positions in Å, forces in eV/Å.

Results
Structure (SMILES): COC[C@H](C)N.COC[C@H](C)N.COC[C@H](C)N.COC[C@H](C)N.COCCNCCOC.COCCNCCOC.CCO.CCO
Lowest unoccupied orbital energy in eV: 0.28
Energy above the lowest of the compared OMol25 structures with the same formula, charge and spin in eV: 5.626
E in hartree: -2351.33890